No. 1
The molecule C4H7NO2. Source: the Open Molecules 2025 dataset; level of theory: wB97M-V/def2-TZVPD.

Calculated values
Structure (SMILES): C[C@H]1CNC(=O)O1
Net charge: 0
LUMO level, eV: 0.75
ΔE to the lowest compared entry with this formula, charge and spin, kcal/mol: 1.5

Geometry as XYZ:
```
14
Properties=species:S:1:pos:R:3:mulliken_charge:R:1
C -1.505 -0.914 0.123 -1.34
C -0.393 -0.242 -0.658 0.41
C 0.006 1.157 -0.127 -0.52
N 1.239 0.853 0.561 -0.20
C 1.701 -0.413 0.270 0.46
O 2.727 -0.918 0.641 -0.58
O 0.789 -1.041 -0.516 -0.36
H -1.211 -1.008 1.174 0.33
H -1.680 -1.917 -0.276 0.36
H -2.437 -0.342 0.066 0.36
H -0.633 -0.203 -1.725 0.28
H -0.751 1.545 0.566 0.25
H 0.143 1.887 -0.933 0.28
H 1.943 1.555 0.721 0.27
```


No. 2
The molecule C14H18F3NO4 at a distorted geometry. Source: the Open Molecules 2025 dataset; level of theory: wB97M-V/def2-TZVPD.

Calculated values
Structure (SMILES): C[C@@H]1CN(C(=O)c2ccc(COCC(F)(F)F)o2)C[C@H](C)O1
Net charge: 0
LUMO level, eV: 0.58

Geometry as XYZ:
```
40
Properties=species:S:1:pos:R:3:mulliken_charge:R:1
C -2.010 -0.536 -2.008 -1.42
C -1.306 0.662 -1.388 0.63
O -1.503 1.770 -2.238 -0.41
C -0.903 2.952 -1.736 0.53
C -1.188 4.076 -2.720 -1.59
H -0.770 5.008 -2.351 0.40
H -2.261 4.187 -2.846 0.37
H -0.749 3.840 -3.685 0.35
C 0.605 2.737 -1.544 -1.23
N 0.833 1.592 -0.681 0.08
C 1.268 1.817 0.584 0.65
O 1.529 2.942 0.984 -0.69
C 1.473 0.681 1.506 0.36
C 1.628 0.779 2.866 -0.53
C 1.850 -0.530 3.342 -0.80
C 1.834 -1.344 2.245 0.68
O 1.600 -0.615 1.129 -0.30
C 1.979 -2.823 2.096 -0.89
H 2.577 -3.227 2.914 0.35
H 2.461 -3.047 1.133 0.34
O 0.741 -3.517 2.182 -0.34
C -0.161 -3.184 1.167 -0.36
H -0.565 -2.167 1.283 0.18
C -1.338 -4.150 1.237 0.84
F -0.976 -5.418 1.045 -0.28
F -1.988 -4.089 2.398 -0.28
F -2.232 -3.852 0.276 -0.26
H 0.294 -3.282 0.168 0.35
H 2.007 -0.831 4.356 0.52
H 1.584 1.685 3.433 0.55
C 0.202 0.401 -1.199 -0.50
H 0.353 -0.446 -0.538 0.06
H 0.644 0.174 -2.176 0.25
H 1.060 3.610 -1.077 0.54
H 1.072 2.541 -2.514 0.33
H -1.345 3.187 -0.752 0.25
H -1.742 0.886 -0.396 0.24
H -3.054 -0.292 -2.177 0.39
H -1.555 -0.776 -2.965 0.37
H -1.949 -1.401 -1.352 0.25
```


No. 3
A structure of composition C4H8CsNO7P at a distorted geometry. Source: the Open Molecules 2025 dataset; level of theory: wB97M-V/def2-TZVPD.

Calculated values
Net charge: +1
LUMO level, eV: -2.90

Geometry as XYZ:
```
22
Properties=species:S:1:pos:R:3:mulliken_charge:R:1
O 0.545 -1.639 0.009 -0.61
C -0.633 -1.841 0.273 0.51
O -1.019 -2.537 1.332 -0.42
C -1.801 -1.352 -0.543 -0.45
C -2.149 0.129 -0.319 -0.72
N -0.954 0.986 -0.393 -0.08
C -0.218 1.038 0.739 0.48
O -0.378 0.447 1.754 -0.47
O 0.947 1.879 0.628 -0.32
P 2.064 1.363 -0.432 0.77
O 2.913 2.471 -0.823 -0.78
O 2.933 0.230 0.263 -0.51
O 1.348 0.688 -1.632 -0.39
H -0.220 -2.894 1.753 0.36
H -2.663 -1.956 -0.282 0.34
H -1.569 -1.514 -1.591 0.32
H -2.787 0.452 -1.135 0.41
H -2.718 0.266 0.597 0.33
H -1.184 1.918 -0.719 0.28
H 2.400 -0.490 0.648 0.45
H 1.562 -0.252 -1.734 0.40
Cs 3.580 2.606 1.606 1.08
```


No. 4
A structure of composition C13H19HgNO6S at a distorted geometry. Source: the Open Molecules 2025 dataset; level of theory: wB97M-V/def2-TZVPD.

Calculated values
Net charge: +2
LUMO level, eV: -11.53

Geometry as XYZ:
```
41
Properties=species:S:1:pos:R:3:mulliken_charge:R:1
O -1.983 -2.498 4.355 -0.41
C -2.766 -1.560 3.818 0.32
O -3.750 -1.745 2.741 -0.41
C -3.221 -2.544 1.626 -0.44
C -2.721 -1.618 0.327 -0.60
C -1.091 -1.466 0.254 -0.24
O -0.443 -1.638 1.590 -0.42
S 0.052 -0.038 2.036 1.07
O -1.109 0.956 2.353 -0.50
O 1.390 0.129 2.795 -0.55
O 0.453 0.416 0.417 -0.28
C -0.406 -0.235 -0.584 0.46
C -1.325 1.006 -1.135 -0.75
C -0.537 2.465 -1.171 -0.63
C 0.733 2.514 -2.207 -0.53
C 2.201 2.746 -1.461 -0.58
N 3.003 1.437 -1.332 0.17
C 3.315 0.504 -2.514 -0.02
C 4.147 -0.843 -2.071 -0.45
C 4.321 -0.579 -0.458 -0.37
C 3.618 0.845 -0.047 0.01
H -2.693 -0.475 4.307 0.40
H -2.406 -3.331 1.918 0.51
H -4.143 -3.174 1.204 0.28
H -3.316 -0.612 0.379 0.20
H -3.038 -2.250 -0.635 0.41
H -0.738 -2.462 -0.283 0.41
H 0.131 -0.821 -1.475 0.25
H -2.269 1.110 -0.451 0.24
H -1.602 0.744 -2.265 0.34
H -1.340 3.240 -1.595 0.36
H -0.282 2.871 -0.078 0.30
H 0.721 1.532 -2.870 0.34
H 0.618 3.412 -2.986 0.36
H 2.083 3.157 -0.348 0.31
H 2.859 3.568 -2.019 0.29
H 2.931 0.853 -3.566 0.39
H 4.491 -1.738 -2.748 0.36
H 4.867 -1.342 0.259 0.35
H 3.539 1.366 1.023 0.36
Hg -4.295 -3.902 2.897 0.69
```


No. 5
A structure of composition CH2ClN2O3 at a distorted geometry. Source: the Open Molecules 2025 dataset; level of theory: wB97M-V/def2-TZVPD.

Calculated values
Net charge: -1
LUMO level, eV: 3.34
ΔE to the lowest compared entry with this formula, charge and spin, kcal/mol: 73.4

Geometry as XYZ:
```
9
Properties=species:S:1:pos:R:3:mulliken_charge:R:1
C 2.431 -0.065 -0.040 0.68
N -1.260 0.236 -0.091 -0.09
N -0.108 -0.172 -0.328 0.05
O 3.208 0.639 -0.543 -0.51
O 2.225 -1.220 0.249 -0.57
O 0.919 0.710 0.348 -0.38
Cl -3.831 -0.827 0.038 -0.69
H -2.316 -0.334 -0.204 0.29
H -1.268 1.033 0.570 0.22
```


No. 6
A structure of composition C12H7BrNO2RhS2. Source: the Open Molecules 2025 dataset; level of theory: wB97M-V/def2-TZVPD.

Calculated values
Net charge: 0
LUMO level, eV: -1.38

Geometry as XYZ:
```
26
Properties=species:S:1:pos:R:3:mulliken_charge:R:1
Rh 0.412 0.707 -1.129 0.28
S -0.069 2.794 -0.581 -0.17
C -0.710 2.699 1.038 0.49
C -1.353 3.781 1.643 -0.54
C -1.835 3.657 2.929 -0.49
C -1.697 2.453 3.624 -0.50
C -1.068 1.376 3.037 -0.67
C -0.553 1.506 1.745 0.61
S 0.346 0.204 1.006 -0.28
H -1.471 4.705 1.090 0.39
H -2.335 4.494 3.399 0.35
H -2.097 2.362 4.626 0.35
H -0.968 0.434 3.561 0.39
Br 3.752 -0.463 -0.952 -0.08
C 2.418 -1.679 -1.481 0.18
C 2.733 -3.002 -1.747 -0.53
C 1.720 -3.843 -2.172 -0.23
C 0.436 -3.342 -2.336 -0.58
C 0.215 -2.015 -2.043 0.69
N 1.188 -1.204 -1.606 -0.19
C -1.141 -1.366 -2.242 0.52
O -2.045 -2.001 -2.724 -0.61
O -1.169 -0.083 -1.992 -0.68
H 3.747 -3.351 -1.624 0.39
H 1.937 -4.882 -2.384 0.42
H -0.392 -3.943 -2.683 0.47
```


No. 7
The molecule C19H20N2OS2. Source: the Open Molecules 2025 dataset; level of theory: wB97M-V/def2-TZVPD.

Calculated values
Structure (SMILES): Cc1cccc(NC(=S)N(Cc2ccco2)[C@H](C)c2cccs2)c1
Net charge: 0
LUMO level, eV: 0.60
ΔE to the lowest compared entry with this formula, charge and spin, kcal/mol: 16.8

Geometry as XYZ:
```
44
Properties=species:S:1:pos:R:3:mulliken_charge:R:1
C 3.215 -3.726 -2.907 -1.49
C 2.072 -2.817 -2.575 0.74
C 1.527 -2.796 -1.302 -0.68
C 0.457 -1.958 -0.989 0.33
C -0.085 -1.145 -1.982 -0.18
C 0.457 -1.166 -3.254 -0.93
C 1.529 -1.987 -3.551 -0.57
H 1.946 -1.993 -4.548 0.41
H 0.032 -0.537 -4.021 0.42
H -0.935 -0.519 -1.760 0.50
N -0.056 -2.012 0.304 0.13
C -0.918 -1.184 0.954 -0.23
N -0.976 0.132 0.571 0.56
C 0.324 0.805 0.467 -1.26
C 1.090 0.694 1.745 0.33
C 1.035 1.404 2.908 -0.15
C 1.931 0.770 3.802 -0.65
C 2.457 -0.281 3.119 -0.56
O 1.954 -0.338 1.875 -0.27
H 3.171 -1.032 3.395 0.46
H 2.145 1.057 4.811 0.44
H 0.436 2.270 3.104 0.47
H 0.903 0.349 -0.339 0.46
H 0.145 1.851 0.223 0.67
C -2.122 0.899 1.081 -0.23
C -2.012 2.360 0.788 -0.33
C -2.019 2.993 -0.419 -0.39
C -1.958 4.400 -0.309 -0.53
C -1.914 4.819 0.981 -0.53
S -1.940 3.504 2.086 -0.10
H -1.871 5.822 1.357 0.47
H -1.953 5.065 -1.153 0.42
H -2.058 2.475 -1.361 0.43
C -3.407 0.368 0.432 -1.34
H -4.253 0.967 0.759 0.45
H -3.581 -0.664 0.720 0.43
H -3.332 0.426 -0.651 0.29
H -2.191 0.761 2.171 0.61
S -1.783 -1.833 2.208 -0.27
H 0.098 -2.884 0.795 0.33
H 1.935 -3.435 -0.532 0.33
H 2.864 -4.554 -3.524 0.32
H 3.978 -3.193 -3.471 0.37
H 3.664 -4.136 -2.007 0.35
```


No. 8
A cluster of 2 separate species, C3H2F2N2S in total at a distorted geometry. Source: the Open Molecules 2025 dataset; level of theory: wB97M-V/def2-TZVPD.

Calculated values
Structure (SMILES): N#[N+][S-].C#CC(F)F
Net charge: 0
LUMO level, eV: 0.56
ΔE to the lowest compared entry with this formula, charge and spin, kcal/mol: 76.2

Geometry as XYZ:
```
10
Properties=species:S:1:pos:R:3:mulliken_charge:R:1
C -0.489 -1.203 0.855 0.05
C -0.825 -0.292 0.189 -0.38
C -1.304 0.826 -0.548 0.32
N 1.672 -0.699 -0.756 -0.27
N 2.456 -0.334 -0.024 0.37
F -0.336 1.345 -1.323 -0.24
F -1.864 1.723 0.269 -0.21
S 3.314 0.159 1.100 -0.13
H -0.606 -1.952 1.621 0.37
H -2.019 0.427 -1.382 0.13
```


No. 9
The molecule C5H6O at a distorted geometry. Source: the Open Molecules 2025 dataset; level of theory: wB97M-V/def2-TZVPD.

Calculated values
Structure (SMILES): CC#CCC=O
Net charge: 0
LUMO level, eV: 0.48
ΔE to the lowest compared entry with this formula, charge and spin, kcal/mol: 81.1

Geometry as XYZ:
```
12
Properties=species:S:1:pos:R:3:mulliken_charge:R:1
C 2.048 -0.252 0.358 -0.65
C 1.365 1.037 0.030 0.06
C 0.159 0.964 -0.085 -0.23
C -1.196 0.557 0.184 -0.45
C -1.775 -0.435 -0.809 0.02
O -2.596 -1.253 -0.482 -0.46
H 2.340 -0.281 1.413 0.24
H 2.853 -0.534 -0.309 0.32
H 1.237 -0.968 0.152 0.19
H -1.813 1.450 0.223 0.36
H -1.225 0.083 1.175 0.23
H -1.397 -0.367 -1.849 0.37
```


No. 10
The molecule C2H4N2O3. Source: the Open Molecules 2025 dataset; level of theory: wB97M-V/def2-TZVPD.

Calculated values
Structure (SMILES): [H]/N=C(/O)OC(N)=O
Net charge: 0
LUMO level, eV: 0.66
ΔE to the lowest compared entry with this formula, charge and spin, kcal/mol: 6.4

Geometry as XYZ:
```
11
Properties=species:S:1:pos:R:3:mulliken_charge:R:1
N -0.028 1.433 1.483 -0.70
C 0.661 1.024 0.531 0.62
C -0.663 -0.796 -0.296 0.66
N -0.604 -1.714 -1.279 -0.35
O 1.824 1.597 0.212 -0.49
O 0.452 -0.007 -0.360 -0.31
O -1.550 -0.690 0.504 -0.60
H 1.980 2.323 0.833 0.37
H -0.896 0.940 1.655 0.34
H -1.352 -2.378 -1.373 0.25
H 0.177 -1.734 -1.909 0.21
```


No. 11
The ion C4H13N2O with charge +1 at a distorted geometry. Source: the Open Molecules 2025 dataset; level of theory: wB97M-V/def2-TZVPD.

Calculated values
Structure (SMILES): CNC[C@@H]([NH3+])CO
Net charge: +1
LUMO level, eV: -3.53
ΔE to the lowest compared entry with this formula, charge and spin, kcal/mol: 81.7

Geometry as XYZ:
```
20
Properties=species:S:1:pos:R:3:mulliken_charge:R:1
N -1.531 1.319 -0.223 -0.23
C -0.588 0.336 0.375 0.11
C -1.330 -0.855 1.002 -0.70
O -2.057 -0.143 2.037 -0.55
C 0.365 -0.282 -0.634 -0.85
N 1.712 -0.005 0.026 -0.44
C 2.776 -0.052 -1.008 -0.91
H -2.255 1.569 0.506 0.42
H -2.059 0.914 -1.026 0.38
H -1.033 2.130 -0.572 0.35
H 0.019 0.773 1.267 0.26
H -0.785 -1.707 1.367 0.36
H -2.152 -1.356 0.311 0.37
H -2.991 -0.561 2.090 0.36
H 0.288 -1.358 -0.789 0.43
H 0.253 0.106 -1.732 0.42
H 1.948 -0.845 0.651 0.27
H 2.720 0.926 -1.626 0.32
H 2.891 -0.962 -1.638 0.33
H 3.808 0.054 -0.383 0.30
```


No. 12
A cluster of 2 separate species, C2H5NO4 in total at a distorted geometry. Source: the Open Molecules 2025 dataset; level of theory: wB97M-V/def2-TZVPD.

Calculated values
Net charge: 0
LUMO level (alpha / beta), eV: -1.46 / -1.46
ΔE to the lowest compared entry with this formula, charge and spin, kcal/mol: 147.7

Geometry as XYZ:
```
12
Properties=species:S:1:pos:R:3:mulliken_charge:R:1
C 1.066 -0.171 -0.221 0.86
O 1.660 -0.306 -1.455 -0.50
O 2.056 0.247 0.647 -0.55
O 0.305 -1.137 0.205 -0.58
H 1.768 0.138 1.562 0.34
H 1.147 -0.946 -1.961 0.34
C -2.145 -0.174 0.334 -0.18
O 0.056 1.037 -0.374 -0.48
N -1.104 0.032 0.983 -0.13
H 0.431 1.819 0.061 0.31
H -3.039 -0.227 0.959 0.30
H -2.201 -0.315 -0.741 0.27
```